Record 1
Molecular formula: C14H16
Method: DFT, ωB97M-V/def2-TZVPD

Computed properties:
Lowest unoccupied orbital energy (eV): 0.92
HOMO (eV): -8.80
HOMO-LUMO gap (Ha): 0.3570

Geometry as ORCA input:
```
! RIJCOSX wB97M-V def2-TZVPD def2/J DEFGRID3
* xyz 0 1
C -2.911 1.147 -1.176
C -1.397 -0.045 2.074
C -2.051 0.766 1.133
C -1.330 -1.401 1.800
C -2.486 0.222 -0.087
C -1.872 -2.003 0.680
C -2.384 -1.136 -0.291
H -1.040 0.471 2.948
H -2.309 1.770 1.445
H -0.926 -2.033 2.586
H -1.756 -3.052 0.469
H -2.685 2.177 -0.906
H -3.918 1.006 -1.569
H -2.637 -1.566 -1.255
H -2.401 1.048 -2.151
C 1.407 0.355 -2.465
C 2.790 1.245 0.955
C 2.987 -0.039 1.492
C 2.154 1.387 -0.248
C 1.778 0.268 -1.014
C 2.518 -1.146 0.829
C 1.906 -0.977 -0.422
H 3.142 2.091 1.532
H 3.406 -0.107 2.489
H 1.743 2.351 -0.542
H 2.691 -2.104 1.301
H 2.255 0.399 -3.156
H 0.887 1.286 -2.719
H 1.610 -1.856 -0.985
H 0.829 -0.524 -2.748
*
```

Record 2
Molecular formula: C14H16BaN5O2
Method: DFT, ωB97M-V/def2-TZVPD

Computed properties:
Lowest unoccupied orbital energy (eV): -2.91
HOMO (eV): -10.23
HOMO-LUMO gap (Ha): 0.2689

Geometry as ORCA input:
```
! RIJCOSX wB97M-V def2-TZVPD def2/J DEFGRID3
* xyz 1 1
Ba -1.090 0.370 -1.375
N -1.448 -2.139 1.907
C -1.847 -2.760 0.733
C -2.143 -4.133 0.820
C -2.529 -4.801 -0.310
C -2.626 -4.112 -1.523
C -2.321 -2.779 -1.504
N -1.939 -2.092 -0.408
C -1.113 -0.836 2.247
C -0.827 -0.599 3.603
C -0.472 0.664 3.996
C -0.404 1.690 3.051
C -0.706 1.366 1.755
N -1.057 0.130 1.339
H -1.408 -2.769 2.691
H -2.060 -4.647 1.769
H -2.755 -5.858 -0.259
H -2.921 -4.599 -2.440
H -2.382 -2.211 -2.432
H -0.887 -1.408 4.319
H -0.246 0.859 5.036
H -0.127 2.699 3.314
H -0.650 2.133 0.985
C 2.473 3.920 -1.895
C 1.618 2.704 -1.707
N 0.341 2.723 -1.504
O -0.332 3.953 -1.480
C 2.275 1.380 -1.762
C 3.733 1.135 -1.935
N 1.407 0.421 -1.646
O 1.703 -0.826 -1.666
H 1.976 4.867 -1.704
H 2.887 3.933 -2.905
H 3.326 3.861 -1.219
H 0.193 4.615 -1.951
H 4.299 2.056 -2.051
H 3.917 0.505 -2.807
H 4.140 0.585 -1.083
*
```

Record 3
Molecular formula: C14H16BeN3O4S5
Method: DFT, ωB97M-V/def2-TZVPD

Computed properties:
Lowest unoccupied orbital energy (eV): 1.75
HOMO (eV): -4.85
HOMO-LUMO gap (Ha): 0.2423

Geometry as ORCA input:
```
! RIJCOSX wB97M-V def2-TZVPD def2/J DEFGRID3
* xyz -1 1
Be -1.187 0.840 -0.168
S -0.855 -1.000 -1.189
S -2.763 -1.097 -1.920
S -3.250 0.882 -2.168
S -3.162 1.620 -0.262
C -0.808 1.711 3.578
C -0.540 0.699 2.493
O -0.616 1.018 1.299
N -0.186 -0.518 2.904
C -0.094 -1.683 2.047
C -1.438 -2.314 1.778
C -1.607 -3.690 1.736
C -2.842 -4.190 1.344
C -3.851 -3.300 1.014
C -3.585 -1.941 1.110
N -2.415 -1.462 1.495
H -1.198 2.618 3.124
H 0.099 1.944 4.133
H -1.548 1.320 4.272
H -0.176 -0.697 3.898
H 0.599 -2.392 2.497
H 0.285 -1.365 1.070
H -0.789 -4.357 1.963
H -3.010 -5.259 1.302
H -4.814 -3.648 0.672
H -4.329 -1.197 0.860
N -0.237 2.143 -1.092
C 1.071 1.836 -1.649
C 1.856 0.848 -1.082
C 3.109 0.592 -1.615
C 3.572 1.328 -2.684
C 2.795 2.321 -3.243
C 1.532 2.572 -2.734
S 5.246 1.047 -3.351
O 5.906 2.329 -3.112
O 5.791 -0.050 -2.562
O 5.031 0.736 -4.759
H -0.814 2.511 -1.851
H -0.119 2.919 -0.440
H 1.480 0.276 -0.246
H 3.757 -0.172 -1.216
H 3.203 2.885 -4.067
H 0.902 3.335 -3.176
*
```

Record 4
Molecular formula: C14H16Cl5N2O3SbSe4Ti
Method: DFT, ωB97M-V/def2-TZVPD

Computed properties:
Lowest unoccupied orbital energy (alpha / beta) (eV): 3.52 / 3.52
HOMO (alpha / beta) (eV): -0.33 / -1.10
HOMO-LUMO gap (alpha / beta) (Ha): 0.1415 / 0.1699
⟨S²⟩: 2.02

Geometry as ORCA input:
```
! RIJCOSX wB97M-V def2-TZVPD def2/J DEFGRID3
* xyz -2 3
Ti -0.427 -0.222 -0.642
C 3.690 1.537 1.364
N 2.569 2.473 1.319
C 2.955 3.866 1.225
C 1.369 2.002 0.889
O 1.202 0.814 0.660
C 0.217 2.969 0.689
O -1.033 2.355 0.955
C -1.237 1.941 2.269
C -1.271 0.419 2.357
O -1.138 -0.281 1.372
N -1.463 -0.148 3.569
C -1.557 -1.599 3.626
C -1.882 0.595 4.736
H 4.311 1.785 2.229
H 3.321 0.520 1.439
H 4.282 1.582 0.449
H 3.730 4.063 1.968
H 3.365 4.095 0.237
H 2.121 4.534 1.418
H 0.303 3.888 1.273
H 0.200 3.176 -0.390
H -0.466 2.327 2.948
H -2.202 2.329 2.614
H -0.910 -2.034 2.868
H -1.238 -1.931 4.613
H -2.581 -1.938 3.444
H -1.483 1.606 4.725
H -2.973 0.656 4.813
H -1.506 0.101 5.631
Cl -1.116 -2.152 -3.360
C -2.589 -1.656 -2.596
C -2.509 -0.840 -1.459
C -3.743 -0.419 -0.971
Cl -3.820 0.743 0.346
C -4.970 -0.815 -1.505
Cl -6.479 -0.262 -0.821
C -4.996 -1.657 -2.603
Cl -6.510 -2.171 -3.286
C -3.792 -2.071 -3.160
Cl -3.812 -3.096 -4.561
Se 4.615 -0.890 -1.246
Sb 2.374 -1.311 -2.200
Se 0.886 -2.362 -0.382
Se -0.112 1.404 -2.319
Se 2.441 -2.898 -4.067
*
```